(1)
C48H84N12 | ωB97M-V/def2-TZVPD

Output
HOMO   -11.0 eV
Orbital gap   10.888 eV
LUMO energy   -0.11 eV
SMILES string   CCCC#N.CCCC#N.CCCC#N.CCCC#N.CCCC#N.CCCC#N.CCCC#N.CCCC#N.CCCC#N.CCCC#N.CCCC#N.CCCC#N

Structure (XYZ):
```
144
Properties=species:S:1:pos:R:3:forces:R:3
C 14.3914 4.1648 16.2633 -0.207 -0.902 -0.276
C 14.6191 2.7797 16.9314 1.132 0.592 0.651
C 15.7998 2.7840 18.0097 -1.931 -0.531 -0.310
C 15.3782 3.5782 19.1739 -1.701 4.562 6.093
N 15.0219 4.2371 20.1548 2.342 -4.380 -6.501
H 15.2003 4.2966 15.5447 0.182 0.296 0.172
H 14.3085 5.0276 16.9243 0.325 -0.247 0.325
H 13.4852 4.2081 15.6591 -0.162 -0.339 0.036
H 14.8967 2.0203 16.2005 0.134 0.214 -0.277
H 13.7974 2.3105 17.4724 -0.457 0.609 -0.111
H 16.8013 2.9904 17.6323 -0.136 0.288 0.017
H 15.7477 1.7594 18.3781 0.502 -0.095 -0.003
C 22.6132 5.4410 12.9444 -0.005 0.798 0.586
C 23.8339 6.1694 13.5484 -1.635 0.607 0.428
C 23.4806 7.6102 14.1208 0.158 -0.134 0.314
C 22.4456 7.6747 15.1544 1.145 -0.997 -2.076
N 21.6331 7.7096 15.9377 -1.844 0.117 1.962
H 22.3324 5.8352 11.9678 -0.064 -0.090 0.051
H 21.8104 5.6390 13.6546 -0.456 -0.201 -0.267
H 22.7510 4.3606 12.9005 0.215 0.068 -0.154
H 24.6125 6.2206 12.7873 0.372 0.096 0.615
H 24.0449 5.6056 14.4571 0.910 -0.124 -0.272
H 23.1766 8.3882 13.4206 0.312 -0.247 -0.476
H 24.2940 8.0051 14.7295 0.745 0.027 -0.636
C 25.3481 0.4447 19.8619 -0.362 1.937 -0.110
C 24.0418 1.2701 19.6223 0.980 -0.554 -0.974
C 24.1666 2.3598 18.5234 0.201 -0.743 -0.084
C 24.5410 1.8025 17.2089 1.058 -1.127 -2.180
N 24.8450 1.3159 16.1833 -0.931 1.279 2.620
H 25.8264 0.0192 18.9797 -0.662 -0.525 -0.054
H 25.0776 -0.2449 20.6616 0.702 -0.193 -0.171
H 26.0782 1.1988 20.1557 0.326 -0.289 0.703
H 23.8757 1.8622 20.5223 -0.632 -0.576 0.189
H 23.3299 0.4809 19.3806 -0.806 0.665 0.192
H 24.9328 3.0255 18.9209 0.186 0.224 -0.551
H 23.2709 2.9542 18.3434 -0.220 -0.081 0.393
C 23.5362 -3.2658 15.1867 0.559 -1.004 0.068
C 22.5366 -3.6586 16.2003 -1.056 1.629 1.151
C 22.4154 -5.1103 16.3877 -1.251 -1.145 -0.338
C 23.6033 -5.8098 16.8298 1.191 -1.368 0.561
N 24.4425 -6.4968 17.2385 -0.760 0.996 -0.522
H 23.5337 -2.1908 15.0068 0.567 -0.227 -0.042
H 23.3326 -3.8587 14.2950 -0.103 0.409 -0.480
H 24.4263 -3.7476 15.5914 0.916 0.948 -0.447
H 21.5779 -3.2114 15.9376 -0.339 -0.298 0.200
H 22.7560 -3.3182 17.2123 0.276 0.819 -0.102
H 22.0456 -5.5386 15.4560 0.107 -0.497 -0.006
H 21.6628 -5.2923 17.1549 -0.140 -0.195 -0.032
C 17.5560 -0.0955 21.1496 0.780 0.306 0.014
C 17.9665 0.8410 19.9901 -0.013 -0.084 0.393
C 19.4757 0.6116 19.4760 -2.388 0.068 -0.874
C 19.3879 -0.7265 18.8415 0.475 -3.462 -1.539
N 19.2444 -1.7528 18.2593 0.543 3.792 2.212
H 17.5250 -1.1466 20.8628 0.120 0.038 -0.141
H 16.5915 0.1452 21.5967 -0.035 0.226 -0.263
H 18.3017 0.0247 21.9355 -0.020 -0.210 0.222
H 17.7495 1.8684 20.2823 0.659 0.214 0.211
H 17.2222 0.6986 19.2066 0.623 -0.334 -0.506
H 20.2669 0.8774 20.1771 -0.191 -0.929 0.385
H 19.7128 1.2635 18.6353 -0.366 0.362 -0.101
C 23.0056 -0.6650 8.5258 -0.913 -0.078 -0.626
C 23.3713 -0.7777 10.0000 -1.040 0.786 -1.203
C 24.2218 -1.9662 10.4187 0.580 0.647 0.924
C 25.6558 -1.7538 10.0905 2.385 -0.104 -0.264
N 26.8064 -1.5880 9.9239 -3.103 -0.370 0.298
H 22.3035 -1.4163 8.1643 0.256 -0.578 0.142
H 23.8169 -0.5962 7.8012 0.209 -0.009 0.284
H 22.3862 0.2268 8.4298 0.263 0.372 -0.120
H 22.4115 -0.7142 10.5127 0.009 -0.662 0.402
H 23.7493 0.2286 10.1801 1.001 -0.396 0.722
H 23.8505 -2.9523 10.1399 0.077 0.199 -0.780
H 24.1726 -2.0460 11.5047 0.252 0.209 0.248
C 16.7558 -2.6848 10.7252 -1.041 1.057 -1.427
C 16.6355 -3.6013 11.8700 0.037 -1.391 0.621
C 17.8622 -3.5122 12.7520 1.035 -0.139 0.684
C 17.8800 -2.2842 13.5468 0.102 3.405 2.741
N 17.8937 -1.3284 14.2502 -0.106 -3.322 -2.658
H 17.5999 -2.9448 10.0866 0.419 0.433 0.345
H 16.6908 -1.6421 11.0363 0.733 0.131 -0.082
H 15.9249 -2.7611 10.0238 -0.358 -0.270 0.140
H 16.5412 -4.6082 11.4634 0.101 -0.230 0.269
H 15.7723 -3.4533 12.5189 -0.203 0.237 -0.271
H 18.8139 -3.5566 12.2225 -0.078 0.269 -0.587
H 18.0225 -4.3315 13.4528 -0.647 -0.163 0.203
C 16.4592 1.8952 13.1496 -0.326 -0.958 -0.453
C 15.4200 0.8577 12.6493 1.957 -0.585 0.340
C 14.0851 1.3425 12.2309 -0.990 0.602 0.727
C 13.9421 1.8994 10.9106 0.298 -0.447 -0.074
N 13.8424 2.3877 9.8842 -0.070 0.309 -0.897
H 16.0791 2.4284 14.0210 0.084 0.093 -0.062
H 16.7961 2.5955 12.3853 -0.289 0.138 -0.069
H 17.3410 1.3269 13.4454 0.005 0.135 0.236
H 15.2738 0.1114 13.4301 -0.087 0.242 0.422
H 15.8467 0.2164 11.8781 0.202 0.255 -0.392
H 13.8254 2.1973 12.8554 -0.352 -0.147 0.506
H 13.3860 0.5270 12.4158 -0.404 0.295 -0.316
C 19.1586 2.1597 9.4863 -0.082 -1.226 0.675
C 17.9394 1.2612 9.1299 0.070 0.567 0.378
C 17.2250 1.7705 7.8718 0.592 -0.453 -0.365
C 16.9570 3.1722 7.7494 -1.138 3.474 0.257
N 16.6485 4.2815 7.5606 0.781 -2.049 0.389
H 19.8413 2.3357 8.6551 -0.394 0.341 -0.252
H 19.7828 1.6082 10.1895 0.018 -0.149 0.227
H 18.8883 3.0649 10.0301 -0.133 0.180 -0.518
H 17.2661 1.1522 9.9802 -0.210 0.638 0.114
H 18.2262 0.2168 9.0072 0.357 0.058 -0.585
H 16.2648 1.3238 7.6138 0.222 -0.625 0.119
H 17.9457 1.6641 7.0610 -0.123 -0.730 -0.371
C 19.5172 5.6124 21.6442 1.123 -0.279 1.165
C 18.4437 5.8598 20.6150 1.178 0.866 -1.239
C 19.1562 6.0892 19.1801 -0.314 -0.955 0.567
C 19.8978 4.9141 18.8238 1.238 -2.281 -0.428
N 20.5020 3.9730 18.5211 -0.539 0.763 0.306
H 19.8207 4.5956 21.8937 -0.694 -0.541 -0.521
H 19.1998 6.0001 22.6122 0.151 0.295 -0.022
H 20.5026 6.0020 21.3886 -0.149 0.760 -0.038
H 17.9882 6.8174 20.8673 -0.377 -0.222 -0.125
H 17.7336 5.0378 20.7067 -0.264 0.288 -0.819
H 19.9577 6.8277 19.1635 -0.395 0.656 0.594
H 18.6042 6.2403 18.2524 -0.900 0.505 0.476
C 20.6712 0.5611 13.3338 -0.264 1.279 -0.455
C 20.9262 0.7094 14.8468 0.769 -2.246 -1.144
C 20.9924 2.1169 15.3653 -1.565 0.495 -0.480
C 19.6226 2.6225 15.3032 -4.759 1.436 1.604
N 18.4999 3.0004 15.3734 3.936 -1.259 -0.434
H 20.1695 1.4238 12.8956 -0.116 0.636 0.362
H 19.9439 -0.1885 13.0221 0.622 -0.664 0.367
H 21.6119 0.5661 12.7832 0.002 -0.609 -0.086
H 21.8585 0.1808 15.0453 0.412 0.344 0.057
H 20.2340 0.0264 15.3392 -0.531 0.723 0.491
H 21.3971 2.8552 14.6731 1.406 -0.392 0.063
H 21.3638 2.1787 16.3882 0.090 0.322 -0.159
C 16.3910 8.4181 15.2298 0.736 -0.579 1.356
C 17.3503 7.3967 15.9508 -0.306 0.329 -1.077
C 17.7457 6.2014 15.0276 0.481 1.121 0.207
C 18.4896 6.6812 13.8031 -0.234 -0.023 0.190
N 19.0544 7.0805 12.8750 -0.510 -0.444 0.936
H 15.5251 7.8478 14.8936 0.005 0.110 -0.273
H 16.8224 9.0129 14.4247 0.122 -0.323 -0.007
H 16.0345 9.0963 16.0051 -0.084 0.211 -0.143
H 16.8351 7.0783 16.8570 -0.314 -0.627 -0.219
H 18.2819 7.7714 16.3748 0.067 0.738 -0.481
H 16.8654 5.6270 14.7393 0.225 -0.077 -0.141
H 18.4304 5.5934 15.6188 -0.080 -0.403 -0.375
```
Forces are in eV/Å.


(2)
C6H10O | ωB97M-V/def2-TZVPD

Output
HOMO   -8.4 eV
Orbital gap   8.507 eV
LUMO energy   0.13 eV

Structure (XYZ):
```
17
Properties=species:S:1:pos:R:3:forces:R:3
C 1.8249 -0.6599 0.0801 -0.041 0.020 -0.023
C 0.5774 0.1243 0.5049 -0.197 -0.004 0.074
C 0.2963 1.4065 -0.3140 -0.263 -0.022 0.031
C -1.1890 1.6395 -0.4906 0.089 -0.497 0.179
C -1.8150 0.3914 0.0121 -0.233 -0.126 -0.095
C -0.7644 -0.6689 0.4318 -0.134 0.155 0.215
O -0.7436 -1.7506 -0.4854 0.109 0.017 -0.272
H 1.7510 -1.0200 -0.9524 -0.042 0.074 0.139
H 2.7224 -0.0307 0.1393 -0.226 -0.043 0.028
H 1.9950 -1.5357 0.7160 -0.105 0.145 -0.089
H 0.7190 0.4300 1.5499 -0.106 -0.066 -0.113
H 0.7256 1.3469 -1.3348 -0.276 0.039 0.125
H 0.7840 2.2995 0.1090 -0.209 -0.133 -0.174
H -2.6073 -0.0104 -0.6528 0.846 -0.078 -0.979
H -2.6990 0.5543 0.6578 0.824 0.651 0.967
H -0.9921 -1.1304 1.3960 0.016 0.031 -0.115
H -0.5855 -1.3859 -1.3667 -0.052 -0.161 0.100
```
Forces are in eV/Å.


(3)
C21H52N2O6 | ωB97M-V/def2-TZVPD

Output
HOMO   -8.2 eV
Orbital gap   8.673 eV
LUMO energy   0.49 eV
SMILES string   CC1(C)CCCC(C)(C)N1O.CC1(C)CCCC(C)(C)N1O.CO.CO.CO.O

Structure (XYZ):
```
81
Properties=species:S:1:pos:R:3:forces:R:3
O 1.1071 -0.6268 1.2436 0.360 -0.475 0.397
H 1.6476 -0.7746 2.0488 -0.297 0.040 -0.360
H 0.7612 -1.4859 0.9300 0.263 0.447 -0.058
C -0.0609 4.3489 2.1263 -0.738 0.110 -0.506
C -0.7281 3.2612 1.2788 -1.043 0.929 -0.478
C -1.9616 3.8537 0.5476 -0.125 -0.517 0.941
C -1.6813 4.6897 -0.6724 -0.383 0.305 0.092
C -0.8233 3.8684 -1.5957 1.161 -0.732 0.472
C 0.5234 3.4414 -0.8959 -0.368 0.311 -0.779
N 0.1031 2.6572 0.2647 -0.667 0.000 0.038
O 1.1873 2.0689 0.9116 1.090 0.413 0.405
C 1.2223 2.4203 -1.7623 0.477 -0.527 -1.104
C 1.5268 4.6014 -0.6392 -0.317 -0.562 0.363
C -1.2291 2.1738 2.2042 0.298 -0.715 -0.377
H -0.0264 5.2653 1.5267 0.294 0.000 0.544
H 0.8995 4.0280 2.4694 0.829 -0.048 -0.044
H -0.6588 4.4892 3.0249 -0.185 0.323 -0.013
H -2.5691 2.9906 0.2670 -0.192 0.014 -0.109
H -2.5096 4.4106 1.3151 -0.143 0.027 -0.173
H -1.2014 5.6138 -0.3488 0.201 0.146 -0.245
H -2.6389 4.9888 -1.1290 0.322 -0.117 -0.002
H -0.6258 4.2867 -2.5693 0.218 0.560 -0.250
H -1.3105 2.9134 -1.7978 -0.270 -0.045 0.010
H 2.1455 2.0755 -1.3100 0.101 -0.087 0.301
H 0.5897 1.5303 -1.9183 0.100 0.343 0.002
H 1.5468 2.8077 -2.7425 -0.456 0.101 0.214
H 1.0608 5.5370 -0.3171 0.101 -0.145 -0.113
H 2.1996 4.2419 0.1454 0.023 0.235 -0.007
H 2.1396 4.7673 -1.5263 -0.172 0.137 -0.028
H -0.4394 2.0222 2.9324 -0.106 -0.485 0.331
H -1.4197 1.2408 1.6360 0.182 0.456 0.407
H -2.1462 2.4665 2.6968 -0.181 0.180 0.247
H 1.0424 1.1234 0.8281 -0.068 -0.529 -0.030
C -0.1186 -4.7956 -2.4148 -0.590 0.498 0.672
C -1.0031 -3.5512 -2.2416 -0.395 0.522 -0.909
C -2.4605 -3.9510 -2.6694 0.917 0.877 -0.411
C -3.4776 -2.8075 -2.3601 0.192 -0.031 0.031
C -3.4796 -2.5561 -0.8374 1.798 0.842 -0.196
C -1.9930 -2.1310 -0.3628 -1.377 -0.665 0.165
N -1.1021 -3.2239 -0.8047 0.155 0.237 -0.251
O 0.1991 -2.8557 -0.3185 0.580 -0.556 0.172
C -1.5380 -0.6858 -0.7753 -0.511 -1.427 -0.445
C -1.9725 -2.2218 1.1747 -0.083 0.617 -0.200
C -0.4841 -2.4238 -3.2183 -0.128 -0.473 0.529
H -0.6278 -5.5913 -1.8737 0.105 -0.373 -0.192
H 0.8436 -4.6590 -1.9306 0.261 0.083 -0.293
H -0.0230 -5.0187 -3.4782 0.124 -0.173 0.183
H -2.4061 -4.1848 -3.7507 -0.172 0.304 0.378
H -2.6579 -4.9222 -2.1931 -0.505 0.499 0.224
H -4.4371 -3.0737 -2.7969 -0.355 -0.216 0.428
H -3.2607 -1.8488 -2.8903 0.351 -0.781 0.299
H -3.7457 -3.4559 -0.3067 0.061 -0.513 0.176
H -4.1407 -1.7860 -0.4342 -0.148 0.164 -0.551
H -1.9827 -0.4166 -1.7331 0.038 0.155 0.011
H -1.8895 0.0116 -0.0237 0.240 0.210 0.033
H -0.4471 -0.6916 -0.8914 -0.330 0.354 0.239
H -2.7409 -1.5493 1.5876 0.104 -0.390 -0.020
H -2.0869 -3.2502 1.5316 -0.196 0.179 -0.103
H -1.0175 -1.8345 1.5204 -0.101 -0.013 0.289
H 0.4724 -1.9769 -2.9130 -0.201 -0.389 0.000
H -1.1939 -1.6002 -3.3073 0.032 -0.168 -0.098
H -0.3646 -2.9061 -4.2022 0.018 0.349 0.282
H 0.3933 -3.5429 0.3402 -0.034 0.112 -0.370
C 2.8748 -1.0994 -1.7436 -0.732 0.979 0.066
O 3.4188 -0.3476 -0.6549 0.545 -0.522 -0.382
H 1.9454 -0.5904 -2.0610 0.063 -0.348 0.036
H 3.5577 -0.9597 -2.5885 0.057 -0.464 0.287
H 2.6202 -2.1616 -1.5367 0.505 0.582 0.014
H 2.8568 -0.4263 0.1198 -0.441 -0.151 -0.036
C 3.7661 1.0314 2.8180 -0.077 -0.165 0.457
O 2.8122 0.1060 3.5102 1.645 0.306 -1.658
H 4.6195 0.4189 2.4444 -0.902 0.373 0.153
H 3.2906 1.6414 1.9961 0.295 -0.919 0.842
H 4.1650 1.7137 3.5949 -0.158 -0.262 -0.499
H 2.2158 0.6684 3.9716 -0.853 0.622 0.611
C 1.8794 -3.1926 4.0385 0.538 0.406 -0.720
O 3.0623 -2.7800 3.3032 -0.690 -0.398 0.551
H 1.3980 -3.9927 3.4641 0.068 0.256 0.000
H 2.1046 -3.6160 5.0253 0.116 0.324 -0.086
H 1.1988 -2.3292 4.1147 0.004 -0.419 0.198
H 3.2843 -1.8804 3.5845 -0.139 -0.132 0.009
```
Forces are in eV/Å.


(4)
C6H9AgLiO6 | ωB97M-V/def2-TZVPD

Output
HOMO (alpha / beta)   -7.6 / -6.6 eV
Orbital gap (alpha / beta)   5.961 / 4.938 eV
Spin multiplicity   2
LUMO energy (alpha / beta)   -1.66 / -1.62 eV

Structure (XYZ):
```
23
Properties=species:S:1:pos:R:3:forces:R:3
H 3.2998 2.3999 -2.6895 1.242 -0.630 2.419
O 9.8060 -3.3214 -1.6114 0.293 -0.055 -0.537
O 7.8061 -2.3931 -1.4899 0.011 0.349 0.064
C 6.3989 -2.5391 -1.6342 0.255 -0.239 -0.407
C 5.7279 -1.3504 -0.9771 -1.253 0.310 0.858
O 8.0919 -4.3806 -2.5146 -0.062 -0.356 -0.640
C 8.5928 -3.3896 -1.9281 0.220 -0.475 0.973
H 6.1351 -2.5863 -2.7003 0.008 -0.018 0.284
H 6.0610 -3.4652 -1.1481 0.022 0.259 -0.116
H 6.0679 -1.2326 0.0752 0.320 -0.110 -0.382
H 4.6362 -1.5315 -0.8866 0.250 -0.378 -0.199
O 3.9050 5.0483 -1.2786 -0.944 -0.010 1.138
O 2.6873 3.3815 -0.4502 -1.013 0.684 1.293
C 3.7732 2.4404 -0.4560 0.187 0.077 -0.341
C 4.0113 1.8588 -1.8413 -3.107 2.670 -2.463
O 5.9287 -0.1577 -1.6080 0.780 -0.233 -0.209
C 2.9143 4.7033 -0.5919 1.772 0.821 -1.947
H 4.6832 2.9215 -0.0767 -0.256 -0.004 -0.099
H 3.4786 1.6535 0.2504 -0.002 0.276 -0.142
H 4.9484 2.2805 -2.2333 0.187 -1.765 0.063
H 3.4933 0.8908 -1.9241 1.762 -0.283 -0.164
Li 9.9595 -5.0039 -2.6088 -0.554 0.671 0.364
Ag 2.9311 7.5295 -0.8007 -0.118 -1.559 0.189
```
Forces are in eV/Å.


(5)
FHO2S | ωB97M-V/def2-TZVPD

Output
HOMO   -10.4 eV
Orbital gap   9.829 eV
LUMO energy   -0.59 eV
SMILES string   FOOS

Structure (XYZ):
```
5
Properties=species:S:1:pos:R:3:forces:R:3
O -0.6778 -0.5700 -0.8948 0.803 -0.331 -0.102
O -0.3061 0.6657 -0.5698 0.080 0.847 1.232
F 0.5934 -1.1953 -1.3095 -0.668 -0.026 0.365
S -0.2048 1.0322 1.1839 -0.825 0.092 -1.357
H 0.5953 0.0674 1.5902 0.610 -0.582 -0.138
```
Forces are in eV/Å.


In kcal per mole, the relative energy (zero: lowest compared OMol25 entry of this formula, charge and spin) values for the records above are, in order, 129.1, 80.0, 14.6, 6.1, 150.9.
In eV/Å, the largest force on an atom values for the records above are, in order, 8.2, 1.4, 2.4, 4.8, 1.6.